Below is a 2-piece molecular cluster, C4H8N5O2 overall in a non-equilibrium geometry, with properties calculated with ωB97M-V with the def2-TZVPD basis set.

The value obtained for the electronic energy is -15812.83371 eV. The LUMO energy comes out at -4.5 eV. Its charge is +1.

Last column: Mulliken charge in e.
Cartesian coordinates (Å):
C 4.6867 -0.9306 -0.2932  -0.11
C 3.3189 0.9987 -0.1669  0.12
C -2.3540 0.4107 -0.7487  -0.12
C -0.8791 0.1722 -0.7283  -0.16
N 5.9639 -1.1862 -0.1286  -0.32
N 6.5102 -0.0692 0.4540  -0.18
N 5.6749 0.8023 0.6132  -0.38
N 4.4730 0.3413 0.1414  0.48
N -0.2284 -0.4091 0.2521  -0.21
O 2.2523 0.4376 -0.2638  -0.55
O -2.9863 -0.3213 0.2542  -0.50
H 4.0595 -1.5436 -0.7646  0.51
H -2.1076 1.5425 -0.3618  0.22
H -2.7195 0.4515 -1.7913  0.39
H -0.1933 0.5864 -1.4161  0.46
H 0.7871 -0.5229 0.3990  0.30
H 3.3086 2.0836 -0.3837  0.39
H -0.5701 -1.0670 0.9999  0.32
H -3.9175 -0.6047 -0.0759  0.37

=====

Below is an isolated molecule of C4H8N6 in a non-equilibrium geometry, with properties calculated with ωB97M-V with the def2-TZVPD basis set.

The value obtained for the electronic energy is -13214.34372 eV. The SMILES is N#CC[C@@H](N)C1NN=NN1. The LUMO energy comes out at 0.4 eV. Its charge is 0.

Last column: Mulliken charge in e.
Cartesian coordinates (Å):
N 0.7269 0.2423 3.0083  -0.49
C 1.1347 0.6156 2.0041  0.39
C 1.5524 0.8423 0.6614  -0.60
C 0.2395 0.6614 -0.1979  -0.50
N 0.3570 1.0839 -1.5503  -0.56
C -0.3077 -1.1062 -0.1540  -0.23
N -1.2363 -1.3357 -1.2589  -0.13
N -2.4963 -1.4010 -0.6688  -0.33
N -2.4422 -1.3689 0.5686  -0.25
N -1.1564 -1.3022 1.0204  -0.08
H 2.3322 0.2483 0.2589  0.38
H 2.0141 1.9347 0.3476  0.29
H -0.6449 1.0313 0.1760  0.67
H 0.0609 1.9632 -1.9151  0.17
H 1.2655 0.8118 -1.8285  0.18
H 0.6180 -1.5928 -0.2872  0.40
H -0.9853 -0.6761 -1.9854  0.35
H -1.0323 -0.6518 1.8008  0.34

=====

Below is C4H8NO as an isolated structure in a non-equilibrium geometry, with properties calculated with ωB97M-V with the def2-TZVPD basis set.

The value obtained for the electronic energy is -7803.55694 eV. The LUMO energy comes out at -4.5 eV. Its charge is +1.

Last column: Mulliken charge in e.
Cartesian coordinates (Å):
C 1.3924 0.2536 0.6336  -0.38
C 2.0144 -0.5167 -0.1134  0.47
C -1.9652 0.4877 0.7605  -0.75
C 0.2439 0.2830 -0.6109  -0.19
N -0.9994 -0.1354 -0.0743  -0.25
O 2.8630 -1.1817 -0.8814  -0.34
H 1.2445 0.4336 1.6856  0.39
H -2.4969 -0.3763 1.1809  0.28
H -1.4370 1.0766 1.5947  0.28
H -2.5493 1.1089 0.2026  0.32
H 0.5329 -0.3286 -1.4975  0.28
H 0.2895 1.3814 -0.8202  0.28
H 2.3531 -1.8055 -1.3576  0.39
H -1.4858 -0.6807 -0.7026  0.21

=====

Below is an isolated ion of composition C4H8NO and charge +1 in a non-equilibrium geometry, with properties calculated with ωB97M-V with the def2-TZVPD basis set.

The value obtained for the electronic energy is -7803.07804 eV. The SMILES is C[C@H]1C=[N+](C)O1. The LUMO energy (spin up / spin down) comes out at -6.0 / -6.0 eV. Its charge is +1.

Last column: Mulliken charge in e.
Cartesian coordinates (Å):
C -1.8716 0.9114 0.1069  -1.19
C -0.4883 0.6720 0.7770  0.25
C -0.0081 -0.7226 0.9276  -0.26
N 0.9689 -0.3896 -0.2089  0.24
C 2.0555 -0.7910 -1.0593  -0.67
O 0.5004 0.9150 -0.2168  -0.24
H -2.0589 2.0684 0.0628  0.31
H -2.6040 0.5486 0.6885  0.42
H -1.8786 0.4178 -0.7873  0.38
H -0.3180 1.2031 1.6576  0.38
H 0.0493 -1.4598 1.6535  0.39
H 1.9965 -1.8855 -1.5272  0.31
H 2.8629 -0.8788 -0.4232  0.34
H 2.0117 -0.1243 -1.8555  0.33

=====

Below is a 2-piece molecular cluster, C4H8NO overall in a non-equilibrium geometry, with properties calculated with ωB97M-V with the def2-TZVPD basis set.

The value obtained for the electronic energy is -7800.62996 eV. The LUMO energy (spin up / spin down) comes out at -6.1 / -4.2 eV. Its charge is +1.

Last column: Mulliken charge in e.
Cartesian coordinates (Å):
C 2.7548 -1.7898 -0.6358  -0.58
C -0.9528 1.7293 0.2111  -0.39
C 1.5155 -1.6159 -0.5643  -0.28
C -0.7040 0.3513 -0.1573  0.28
N -1.3305 0.8409 1.3583  -0.27
O -1.3517 -0.4207 -0.9661  -0.35
H 3.4062 -2.1360 -1.4951  0.25
H 3.6259 -1.5068 0.0970  0.25
H -0.1573 2.3531 0.6017  0.28
H -1.8331 2.3511 -0.3342  0.25
H 0.5299 -1.7431 -0.7073  0.71
H -0.9537 0.8915 2.2870  0.25
H -2.3074 0.7075 1.4125  0.25
H -2.2419 -0.0125 -1.1074  0.35

=====

Below is an isolated ion of composition C4H8NO and charge +1 in a non-equilibrium geometry, with properties calculated with ωB97M-V with the def2-TZVPD basis set.

The value obtained for the electronic energy is -7804.23149 eV. The LUMO energy comes out at -3.9 eV. Its charge is +1.

Last column: Mulliken charge in e.
Cartesian coordinates (Å):
C -0.7806 0.5224 -0.7340  0.07
C -1.1473 1.4500 -1.6024  -0.74
C -0.0094 -0.1530 0.2950  1.18
C 1.2734 -0.7796 0.1565  -1.68
N -1.3318 -0.5784 -0.0250  -0.54
O -0.1577 0.5610 1.6670  -0.37
H -2.2212 1.3792 -1.9250  0.27
H -0.5675 2.4336 -1.6723  0.26
H 1.5566 -1.6141 0.6229  0.54
H 2.2134 -0.1480 0.1385  0.41
H 1.4598 -1.0734 -0.8253  0.45
H -1.1430 0.5106 1.9323  0.46
H -1.4224 -1.4546 -0.4310  0.25
H 0.5317 0.1306 2.2649  0.44

=====

Below is C4H8NO as an isolated structure in a non-equilibrium geometry, with properties calculated with ωB97M-V with the def2-TZVPD basis set.

The value obtained for the electronic energy is -7805.36653 eV. The LUMO energy comes out at -3.4 eV. Its charge is +1.

Last column: Mulliken charge in e.
Cartesian coordinates (Å):
C 0.5742 1.1576 0.2084  -0.42
C 1.5023 -0.0739 0.0858  -0.45
C -1.7715 -0.0745 -0.6323  -0.41
C -0.5111 0.1330 0.1785  0.46
N 0.3493 -1.0119 0.2192  -0.03
O -1.7373 0.0168 0.7969  -0.43
H 0.6931 1.7764 1.2116  0.26
H 0.4781 1.9336 -0.5584  0.31
H 1.9490 -0.2635 -0.9684  0.29
H 2.3359 -0.0274 0.8967  0.29
H -2.1521 0.7606 -1.1935  0.28
H -2.0505 -1.1981 -0.9700  0.21
H 0.0450 -1.6377 -0.4234  0.30
H 0.2958 -1.4910 1.1487  0.34

=====

Below is C4H8NO as an isolated structure in a non-equilibrium geometry, with properties calculated with ωB97M-V with the def2-TZVPD basis set.

The value obtained for the electronic energy is -7805.99884 eV. The LUMO energy comes out at -3.2 eV. Its charge is +1.

Last column: Mulliken charge in e.
Cartesian coordinates (Å):
C 1.4727 0.2254 -0.0421  0.01
C 1.0998 -1.0518 -0.0552  -0.39
C 0.5310 1.2737 -0.0804  -0.79
C -0.9229 0.0781 0.4213  -0.21
N -0.4009 -1.2339 -0.0917  -0.11
O -2.1548 0.1956 -0.2735  -0.51
H 2.4985 0.5082 -0.2001  0.39
H 1.7314 -1.9674 -0.0192  0.41
H 0.6917 2.0826 0.6961  0.32
H 0.4144 1.7967 -1.0137  0.31
H -0.8662 0.2417 1.4506  0.47
H -0.6729 -1.3827 -1.0720  0.37
H -0.9070 -1.8591 0.5246  0.36
H -2.5149 1.0929 -0.2445  0.36

=====

Below is an isolated ion of composition C4H8NO and charge +1 in a non-equilibrium geometry, with properties calculated with ωB97M-V with the def2-TZVPD basis set.

The value obtained for the electronic energy is -7804.55722 eV. The LUMO energy comes out at -6.2 eV. Its charge is +1.

Last column: Mulliken charge in e.
Cartesian coordinates (Å):
C 0.1124 -0.7713 -0.6320  0.17
C -1.2139 -0.8222 -0.9172  -0.51
C -1.8186 0.5112 0.9055  -0.28
C 2.0438 0.2834 0.1288  -0.89
N 0.6146 -0.0641 0.3676  -0.22
O -2.1052 0.0652 -0.2776  -0.18
H 0.7343 -1.1089 -1.4230  0.37
H -1.7043 -1.2610 -1.7177  0.46
H -1.1819 -0.0462 1.6167  0.44
H -2.6496 1.2285 1.2151  0.31
H 2.0709 0.4960 -0.9412  0.35
H 2.3569 1.2828 0.6360  0.31
H 2.6890 -0.5038 0.2889  0.34
H 0.0517 0.7104 0.7500  0.33

=====

Below is a 2-piece molecular cluster, C4H8NO overall in a non-equilibrium geometry, with properties calculated with ωB97M-V with the def2-TZVPD basis set.

The value obtained for the electronic energy is -7800.24623 eV. Its multiplicity is 3. The LUMO energy (spin up / spin down) comes out at -4.7 / -8.2 eV. Its charge is +1.

Last column: Mulliken charge in e.
Cartesian coordinates (Å):
C -0.6321 0.9562 0.6769  0.25
C -1.6445 1.3876 -0.4082  -0.31
C -1.7236 -1.2974 0.2875  -0.65
C 3.0261 0.1163 -0.1130  -0.38
N -1.3965 0.0569 0.3236  0.19
O 2.1736 1.0927 -0.2415  -0.33
H -2.5360 1.9149 -0.1005  0.28
H -1.2390 1.5476 -1.3930  0.26
H -2.6919 -1.4604 0.8030  0.31
H -0.9963 -1.9033 0.7825  0.33
H -1.7885 -1.6129 -0.7364  0.32
H 2.9478 -0.6172 -0.9063  0.30
H 2.3804 -0.4505 0.7608  0.17
H 4.1207 0.2695 0.2647  0.27

=====

Below is C4H8NO2 as an isolated structure in a non-equilibrium geometry, with properties calculated with ωB97M-V with the def2-TZVPD basis set.

The value obtained for the electronic energy is -9859.32982 eV. The LUMO energy comes out at 3.9 eV. Its charge is -1.

Last column: Mulliken charge in e.
Cartesian coordinates (Å):
C -0.6134 -0.5114 0.0746  -0.57
C -0.5212 -0.7725 -1.4006  -0.35
C -1.5799 -0.5150 -2.2594  -0.17
O -1.6729 -0.7087 -3.4896  -0.70
N 0.6292 -0.2112 0.7506  -0.43
C 0.8635 1.2405 0.7228  0.28
O 1.7744 1.8970 1.2017  -0.50
H -1.5356 0.0640 0.3550  0.41
H -0.9111 -1.4496 0.5849  0.19
H 1.8543 -0.0465 3.5114  0.00
H 0.4805 -0.9882 -1.7611  0.35
H -2.3227 0.1452 -1.7115  0.17
H 1.2538 0.3060 -0.1228  -0.03
H 2.4164 -0.1666 3.0503  -0.01
H -0.1152 1.7171 0.4935  0.36

=====

Below is an isolated ion of composition C4H8NO2 and charge -1 in a non-equilibrium geometry, with properties calculated with ωB97M-V with the def2-TZVPD basis set.

The value obtained for the electronic energy is -9862.39554 eV. The SMILES is CN(C=O)CC[O-]. The LUMO energy comes out at 3.7 eV. Its charge is -1.

Last column: Mulliken charge in e.
Cartesian coordinates (Å):
C 1.6327 0.6415 0.6107  -1.07
N 0.5128 0.1947 -0.1622  0.24
C 0.6909 0.1441 -1.5050  0.06
O 1.7020 0.4945 -2.1063  -0.65
C -0.4578 -0.6992 0.4813  -0.59
C -1.9284 -0.2482 0.2197  -0.37
O -2.8264 -1.1587 0.6149  -0.88
H 1.3846 1.6095 1.0663  0.27
H 1.7835 -0.0897 1.3999  0.35
H 2.4480 0.8841 -0.0582  0.38
H -0.1917 -0.1872 -2.0570  0.33
H -0.3627 -1.7510 0.2106  0.27
H -0.3538 -0.5941 1.5317  0.35
H -1.9817 -0.0230 -0.8848  0.11
H -2.0520 0.7826 0.6383  0.20

=====

What did the eleventh record say?
Below is C4H8NO2 as an isolated structure in a non-equilibrium geometry, with properties calculated with ωB97M-V with the def2-TZVPD basis set.

The value obtained for the electronic energy is -9859.32982 eV. The LUMO energy comes out at 3.9 eV. Its charge is -1.

Last column: Mulliken charge in e.
Cartesian coordinates (Å):
C -0.6134 -0.5114 0.0746  -0.57
C -0.5212 -0.7725 -1.4006  -0.35
C -1.5799 -0.5150 -2.2594  -0.17
O -1.6729 -0.7087 -3.4896  -0.70
N 0.6292 -0.2112 0.7506  -0.43
C 0.8635 1.2405 0.7228  0.28
O 1.7744 1.8970 1.2017  -0.50
H -1.5356 0.0640 0.3550  0.41
H -0.9111 -1.4496 0.5849  0.19
H 1.8543 -0.0465 3.5114  0.00
H 0.4805 -0.9882 -1.7611  0.35
H -2.3227 0.1452 -1.7115  0.17
H 1.2538 0.3060 -0.1228  -0.03
H 2.4164 -0.1666 3.0503  -0.01
H -0.1152 1.7171 0.4935  0.36

=====

Question: The lowest electronic energy belongs to which entry?
Answer: C4H8N5O2

=====

Question: The highest electronic energy belongs to which entry?
Answer: number 10